ORCA calculation (ωB97M-V with the def2-TZVPD basis set) on an isolated molecule of C3H4N2O in a non-equilibrium geometry.

Summary:
Net charge   0
Energy   -8201.98873 eV
Multiplicity   1
Energy relative to the best compared isomer or geometry (same formula, charge and spin)   1.8967 eV
E_HOMO   -9.73 eV

Geometry (Å):
O: -0.702 1.977 0.216
C: -0.342 0.725 0.086
N: 0.950 0.659 -0.038
C: 1.240 -0.680 -0.165
N: 0.248 -1.494 -0.136
C: -0.939 -0.650 0.035
H: 0.373 2.133 0.130
H: 2.279 -0.966 -0.280
H: -1.474 -0.919 0.953
H: -1.633 -0.785 -0.802


ORCA calculation (ωB97M-V with the def2-TZVPD basis set) on a cluster of 2 separate species, C5H13N2 in total in a non-equilibrium geometry.

Summary:
Net charge   +1
Energy   -8366.32265 eV
Multiplicity   1
Energy relative to the best compared isomer or geometry (same formula, charge and spin)   4.4877 eV
E_HOMO (alpha / beta)   -11.85 / -11.85 eV

Geometry (Å):
C: 2.898 0.340 -0.142
C: -1.986 -0.872 -0.529
C: -0.714 1.327 -0.566
C: 0.985 -1.073 -0.171
C: -1.089 0.075 0.135
N: 1.907 -0.242 0.509
N: -1.115 0.279 1.497
H: 3.534 0.886 0.377
H: 2.949 0.373 -1.178
H: -3.115 -0.598 -0.669
H: -1.642 -0.895 -1.492
H: -2.122 -1.859 -0.186
H: -0.487 1.000 -1.531
H: 0.020 1.869 0.058
H: -1.571 1.904 -0.593
H: 1.332 -1.245 -1.208
H: 0.725 -1.970 0.277
H: -0.600 1.044 1.876
H: 1.826 -0.086 1.466
H: -1.735 -0.258 2.073


ORCA calculation (ωB97M-V with the def2-TZVPD basis set) on a structure of composition C6H11N in a non-equilibrium geometry.

Summary:
Net charge   0
Energy   -7889.22571 eV
Multiplicity   1
Energy relative to the best compared isomer or geometry (same formula, charge and spin)   1.3057 eV
E_HOMO   -9.28 eV

Geometry (Å):
C: -1.694 -0.114 0.245
C: 0.008 -1.975 0.030
C: 0.482 1.686 -0.999
C: -0.233 -0.510 0.372
C: 1.260 0.596 1.200
C: 0.958 0.459 -0.250
N: 0.313 -0.136 1.672
H: 2.084 1.132 1.680
H: 1.764 -0.043 -0.799
H: -1.997 -0.099 -0.807
H: -1.885 0.878 0.666
H: -2.344 -0.824 0.769
H: -0.620 -2.624 0.651
H: 1.051 -2.261 0.190
H: -0.242 -2.172 -1.017
H: 0.064 1.406 -1.971
H: 1.317 2.370 -1.186
H: -0.286 2.232 -0.445


ORCA calculation (ωB97M-V with the def2-TZVPD basis set) on an isolated molecule of C6H15NO4S in a non-equilibrium geometry.

Summary:
Net charge   0
Energy   -26975.74275 eV
Multiplicity   1
Energy relative to the best compared isomer or geometry (same formula, charge and spin)   4.3143 eV
E_HOMO   -8.96 eV

Geometry (Å):
C: 0.461 -1.145 -1.537
C: 0.925 0.144 -0.971
C: -1.346 0.779 -0.095
C: -1.439 2.363 -0.027
C: -0.352 1.932 2.064
C: 0.711 1.290 1.112
H: 0.537 -1.060 1.079
H: 0.037 -3.110 1.015
H: 1.110 -4.505 -1.955
H: -0.729 -1.184 -1.658
H: 0.798 -1.373 -2.579
H: 0.622 1.006 -1.597
H: 2.068 0.237 -0.834
H: -1.686 0.485 -1.126
H: -1.992 0.366 0.786
H: -0.670 2.734 -0.813
H: -2.435 2.805 -0.339
H: 0.118 2.437 2.956
H: -0.913 1.089 2.472
H: 1.399 0.747 1.701
H: 1.241 2.066 0.516
N: 0.064 0.399 0.241
O: 1.191 -1.795 0.935
O: -0.133 -3.450 0.130
O: 0.583 -3.503 -2.188
O: -1.190 2.911 1.347
S: 1.021 -2.666 -0.636


ORCA calculation (ωB97M-V with the def2-TZVPD basis set) on a cluster of 3 separate species, C32H57BFNO14P4S in total in a non-equilibrium geometry.

Summary:
Net charge   0
Energy   -115648.27095 eV
Multiplicity   1
E_HOMO   -8.41 eV

Geometry (Å):
C: 3.830 -2.561 3.707
C: 4.119 -1.529 2.848
C: 3.458 -1.313 1.529
C: 2.464 -0.336 1.372
C: 2.061 0.486 2.572
C: 2.796 1.858 2.697
C: 3.620 2.272 1.485
O: 3.897 3.673 1.546
C: 3.764 4.218 0.243
C: 1.837 -0.145 0.131
P: 0.558 1.183 0.066
N: -0.904 0.672 0.350
C: 2.179 -0.918 -1.003
P: 1.369 -0.727 -2.640
O: 1.091 -2.160 -3.295
O: -0.077 -0.057 -2.559
S: 2.487 0.415 -3.726
C: 3.202 -1.875 -0.823
C: 3.813 -2.073 0.420
C: 4.874 -3.137 0.563
O: 5.778 -3.058 1.356
C: 4.795 -4.310 -0.361
C: 5.357 -5.610 0.160
C: 6.633 -6.099 -0.510
F: 4.407 -6.625 0.148
C: 4.243 -4.102 -1.559
B: 4.118 -5.220 -2.698
O: 2.997 -6.017 -2.737
C: 5.312 -5.389 -3.729
C: 6.360 -4.255 -3.681
C: 3.724 -2.751 -1.937
O: 3.773 -2.417 -3.090
H: 2.877 -2.619 4.230
H: 4.578 -3.342 3.834
H: 4.908 -0.815 3.100
H: 0.982 0.650 2.580
H: 2.260 -0.064 3.494
H: 2.031 2.627 2.838
H: 3.451 1.910 3.568
H: 3.140 2.076 0.524
H: 4.594 1.762 1.455
H: 4.065 5.265 0.207
H: 4.370 3.674 -0.490
H: 2.700 4.176 -0.023
H: 0.678 1.815 -1.186
H: 0.893 2.140 1.038
H: -1.490 0.883 -0.450
H: 0.957 -2.804 -2.581
H: -0.010 0.879 -2.789
H: 5.602 -5.439 1.212
H: 7.231 -6.727 0.148
H: 6.337 -6.753 -1.337
H: 7.234 -5.306 -0.948
H: 2.443 -5.822 -3.501
H: 4.923 -5.417 -4.753
H: 5.854 -6.320 -3.533
H: 7.218 -4.518 -4.309
H: 5.984 -3.310 -4.069
H: 6.776 -4.118 -2.682
C: -3.498 -4.244 -1.866
C: -4.938 -4.631 -1.574
O: -5.310 -4.387 -0.217
P: -5.486 -2.854 0.291
O: -6.725 -2.349 -0.347
O: -5.986 -3.129 1.827
C: -7.222 -2.600 2.300
C: -8.356 -3.593 2.124
O: -3.947 -2.681 0.791
C: -3.441 -1.334 0.989
C: -4.176 -0.584 2.081
H: -3.357 -3.163 -1.797
H: -3.215 -4.558 -2.872
H: -2.823 -4.707 -1.146
H: -5.624 -4.103 -2.244
H: -5.070 -5.700 -1.740
H: -7.449 -1.652 1.812
H: -7.087 -2.383 3.362
H: -8.338 -4.055 1.137
H: -9.321 -3.107 2.269
H: -8.265 -4.402 2.851
H: -3.498 -0.789 0.044
H: -2.390 -1.428 1.250
H: -5.210 -0.370 1.794
H: -3.679 0.367 2.279
H: -4.207 -1.169 2.999
C: -4.855 4.011 -0.984
C: -3.434 3.715 -0.536
O: -2.556 4.832 -0.706
P: -2.726 6.126 0.261
O: -2.252 5.702 1.600
O: -1.468 7.033 -0.270
C: -0.454 7.468 0.636
C: 0.694 6.481 0.669
O: -3.750 6.922 -0.728
C: -4.539 8.000 -0.169
C: -3.689 9.150 0.338
H: -5.326 4.754 -0.336
H: -5.461 3.105 -0.955
H: -4.863 4.413 -1.997
H: -3.416 3.391 0.509
H: -3.022 2.907 -1.140
H: -0.866 7.628 1.633
H: -0.102 8.438 0.282
H: 0.328 5.456 0.729
H: 1.355 6.668 1.517
H: 1.282 6.548 -0.249
H: -5.169 7.606 0.632
H: -5.196 8.345 -0.966
H: -3.104 8.857 1.214
H: -4.324 9.989 0.626
H: -2.989 9.480 -0.428


ORCA calculation (ωB97M-V with the def2-TZVPD basis set) on a cluster of 2 separate species, C3H8NO in total.

Summary:
Net charge   0
Energy   -6775.99536 eV
Multiplicity   2
Energy relative to the best compared isomer or geometry (same formula, charge and spin)   0.0715 eV
E_HOMO (alpha / beta)   -6.23 / -8.67 eV

Geometry (Å):
C: 1.396 0.086 0.372
C: 2.110 0.717 -0.560
C: -0.533 -1.202 1.064
N: 0.226 -0.603 0.085
H: 1.655 0.084 1.413
H: 1.776 0.686 -1.592
H: 3.011 1.242 -0.286
H: -1.325 -1.847 0.732
H: -0.231 -1.108 2.091
H: -0.223 -0.254 -0.749
H: -2.747 1.142 -1.519
H: -2.732 0.622 -0.086
O: -2.384 0.437 -0.964


ORCA calculation (ωB97M-V with the def2-TZVPD basis set) on a structure of composition C30H43Cl3NO4P2W in a non-equilibrium geometry.

Summary:
Net charge   +1
Energy   -99457.19901 eV
Multiplicity   3
Energy relative to the best compared isomer or geometry (same formula, charge and spin)   0.6565 eV
E_HOMO (alpha / beta)   -10.46 / -10.54 eV

Geometry (Å):
W: -0.716 0.021 0.223
C: -2.559 -2.736 2.522
C: -1.090 -2.565 2.929
C: -0.905 -1.588 4.095
P: -0.131 -2.086 1.406
C: 0.083 -3.741 0.577
C: 0.975 -4.718 1.336
C: 0.600 -3.551 -0.853
C: 1.479 -1.550 2.058
C: 2.176 -2.230 3.053
C: 3.296 -1.683 3.661
C: 4.085 -2.458 4.679
C: 3.650 -0.383 3.308
C: 2.964 0.314 2.333
C: 1.903 -0.278 1.646
N: 1.205 0.382 0.598
C: 1.926 1.275 -0.245
C: 3.288 1.150 -0.507
C: 3.950 2.079 -1.291
C: 3.288 3.168 -1.843
C: 4.001 4.204 -2.667
C: 1.916 3.254 -1.639
C: 1.228 2.312 -0.886
P: -0.584 2.311 -0.710
C: -0.895 3.946 0.106
C: -0.135 3.985 1.436
C: -2.388 4.211 0.285
C: -1.280 2.396 -2.434
C: -2.746 1.924 -2.424
C: -1.171 3.748 -3.135
H: -3.173 -2.939 3.399
H: -2.687 -3.567 1.826
H: -2.950 -1.841 2.040
H: -0.711 -3.542 3.237
H: -1.038 -0.556 3.789
H: 0.087 -1.679 4.533
H: -1.638 -1.806 4.873
H: -0.930 -4.153 0.537
H: 2.008 -4.372 1.355
H: 0.953 -5.677 0.816
H: 0.637 -4.893 2.357
H: 1.431 -2.843 -0.885
H: -0.194 -3.194 -1.501
H: 0.951 -4.502 -1.256
H: 1.823 -3.196 3.389
H: 3.489 -3.264 5.104
H: 4.431 -1.812 5.485
H: 4.967 -2.901 4.214
H: 4.476 0.099 3.818
H: 3.247 1.332 2.107
H: 3.839 0.314 -0.099
H: 5.012 1.957 -1.469
H: 5.077 4.168 -2.504
H: 3.646 5.205 -2.423
H: 3.819 4.041 -3.731
H: 1.380 4.090 -2.069
H: -0.476 4.699 -0.566
H: -0.409 3.147 2.076
H: -0.374 4.906 1.971
H: 0.943 3.954 1.274
H: -2.849 3.442 0.900
H: -2.917 4.241 -0.667
H: -2.538 5.169 0.785
H: -0.671 1.671 -2.980
H: -3.407 2.733 -2.112
H: -2.917 1.080 -1.758
H: -3.049 1.626 -3.429
H: -1.660 4.542 -2.569
H: -1.672 3.680 -4.102
H: -0.139 4.032 -3.323
C: -1.062 -1.624 -3.614
C: -0.938 -1.077 -2.233
O: 0.118 -0.483 -1.854
O: -1.869 -1.168 -1.384
H: -0.102 -2.018 -3.942
H: -1.342 -0.816 -4.293
H: -1.831 -2.391 -3.652
Cl: -3.014 2.857 3.744
C: -3.675 1.517 2.806
Cl: -5.090 2.035 1.888
Cl: -4.137 0.208 3.911
C: -2.610 0.953 1.858
O: -2.929 0.406 0.779
O: -1.388 0.998 2.174


ORCA calculation (ωB97M-V with the def2-TZVPD basis set) on a cluster of 2 separate species, C4H11NO in total in a non-equilibrium geometry.

Summary:
Net charge   0
Energy   -7862.23475 eV
Multiplicity   1
Energy relative to the best compared isomer or geometry (same formula, charge and spin)   2.3188 eV
E_HOMO   -10.05 eV

Geometry (Å):
C: 0.994 1.304 0.564
C: 1.912 1.579 -0.542
N: 1.217 1.481 -1.771
O: 3.114 1.622 -0.535
H: 1.352 0.544 1.381
H: 0.184 0.547 0.449
H: 0.618 2.221 1.168
H: 1.991 1.460 -2.486
H: 0.203 1.494 -2.081
C: -1.157 -1.388 1.125
C: -1.830 -1.551 -0.225
H: -0.103 -1.507 1.237
H: -1.477 -0.582 1.783
H: -1.338 -2.372 1.604
H: -2.883 -1.498 -0.081
H: -1.206 -0.932 -0.998
H: -1.589 -2.422 -0.591